49
Properties=species:S:1:pos:R:3 method="wB97M-V/def2-TZVPD" e_above_lowest_kj_mol=60.8 max_force_ev_per_a=1.797 homo_ev=-15.285 homo_lumo_gap_ev=7.23 molar_mass_g_mol=356.85 total_charge=+2
Pd -0.24399 -0.05918 -0.39468
C 1.77000 -1.81165 2.03089
C 1.23388 -0.49593 1.53059
C 1.94908 0.23359 0.51331
C 3.21846 -0.33803 -0.03809
C 1.54144 1.54234 0.13181
C 2.43180 2.44740 -0.68735
C 0.30470 2.00360 0.56905
C -0.20007 3.34162 0.09606
C -0.43317 1.25296 1.55732
C -1.70247 1.82718 2.10971
C 0.11797 0.06685 2.12446
C -0.46230 -0.54059 3.37983
H 2.62161 -1.64110 2.69567
H 2.12740 -2.44156 1.21902
H 1.02285 -2.37458 2.57850
H 4.02303 -0.18916 0.68864
H 3.52074 0.13655 -0.96762
H 3.14565 -1.41123 -0.20378
H 2.20142 2.41450 -1.75529
H 3.47963 2.18658 -0.56718
H 2.32078 3.47881 -0.36400
H 0.06706 4.11667 0.82009
H -1.28275 3.36635 -0.00020
H 0.22500 3.62021 -0.86249
H -1.45614 2.59897 2.84522
H -2.31357 1.07620 2.60083
H -2.30655 2.30889 1.34467
H -1.16256 -1.35196 3.16847
H -0.98682 0.20325 3.97291
H 0.32985 -0.94736 4.00253
N 0.49861 -0.88625 -2.21160
C 0.02766 -2.26829 -2.58350
C -1.48815 -2.28925 -2.61675
C -2.09884 -2.12502 -1.21815
C -3.00835 -0.92500 -1.10680
N -2.14990 0.32553 -1.18875
H 0.24819 -0.25782 -2.97001
H 1.51255 -0.88944 -2.14929
H 0.41716 -2.97285 -1.84953
H 0.43892 -2.53742 -3.55625
H -1.83643 -3.21099 -3.07908
H -1.81351 -1.48184 -3.28575
H -1.29661 -1.91837 -0.50381
H -2.59217 -3.03437 -0.87880
H -3.53221 -0.91520 -0.15298
H -3.75662 -0.91182 -1.90002
H -2.63158 1.08963 -0.72454
H -2.04067 0.58860 -2.16330